# 1
7
Properties=species:S:1:pos:R:3:lowdin_charge:R:1 method="wB97M-V/def2-TZVPD" e_lumo_ev="-0.8194 / -0.8191" de_lowest_kcal_mol=36.49 e_homo_ev="-10.30 / -10.30" total_charge=0 energy_ev=-74104.74678 spin_multiplicity=1
C -0.407 0.156 -0.109 -0.28
N -1.482 0.866 0.391 -0.06
N -2.630 0.765 -0.486 -0.45
Br -2.535 -0.049 -2.153 0.62
H -0.299 0.298 -1.169 0.00
H -0.590 -0.884 -0.017 0.07
H 0.576 0.380 0.311 0.09

# 2
266
Properties=species:S:1:pos:R:3:lowdin_charge:R:1 method="wB97M-V/def2-TZVPD" e_lumo_ev=0.4996 de_lowest_kcal_mol=0.00 e_homo_ev=-8.12 total_charge=0 energy_ev=-118496.92401 spin_multiplicity=1
C -34.118 -4.370 -4.037 -0.04
C -35.261 -4.658 -3.094 -0.43
C -36.373 -3.634 -3.219 -0.17
O -35.815 -2.304 -3.114 -0.23
C -35.339 -1.927 -1.847 -0.11
N -35.952 -5.991 -3.326 0.05
H -33.634 -3.392 -3.906 0.07
H -34.637 -4.285 -5.014 0.10
H -33.361 -5.130 -4.105 0.04
H -35.010 -4.661 -2.044 0.11
H -37.035 -3.794 -2.385 0.12
H -36.900 -3.730 -4.156 0.13
H -36.154 -1.793 -1.122 0.10
H -34.845 -0.920 -1.936 0.09
H -34.539 -2.592 -1.461 0.08
H -35.286 -6.730 -3.338 0.05
H -36.318 -5.950 -4.271 0.06
C -28.277 -5.805 0.071 -0.03
C -28.855 -5.592 -1.323 -0.39
C -30.272 -5.155 -1.227 -0.22
O -31.049 -6.203 -0.675 -0.17
C -32.405 -5.908 -0.698 -0.12
N -28.013 -4.585 -2.012 0.06
H -28.947 -6.510 0.590 0.09
H -28.356 -4.839 0.579 0.05
H -27.245 -6.111 0.027 0.08
H -28.779 -6.502 -1.944 0.16
H -30.625 -4.898 -2.239 0.12
H -30.348 -4.267 -0.595 0.10
H -32.586 -4.923 -0.280 0.07
H -32.954 -6.624 -0.085 0.10
H -32.812 -5.908 -1.731 0.08
H -28.329 -4.411 -2.965 0.04
H -27.970 -3.662 -1.586 0.07
C -31.696 -1.313 -2.412 -0.03
C -30.666 -0.895 -3.485 -0.41
C -29.297 -1.218 -3.001 -0.20
O -29.041 -0.561 -1.749 -0.19
C -27.660 -0.519 -1.492 -0.12
N -30.866 -1.604 -4.760 0.09
H -31.607 -0.806 -1.450 0.07
H -31.567 -2.390 -2.236 0.08
H -32.720 -1.138 -2.741 0.04
H -30.654 0.205 -3.531 0.12
H -28.509 -0.945 -3.723 0.13
H -29.258 -2.287 -2.811 0.10
H -27.198 -1.482 -1.608 0.07
H -27.450 -0.030 -0.561 0.07
H -27.154 0.134 -2.215 0.06
H -30.230 -1.200 -5.439 0.05
H -31.765 -1.298 -5.169 0.07
C -27.356 6.604 -3.592 -0.05
C -28.421 5.614 -3.144 -0.44
C -27.999 4.776 -1.966 -0.17
O -28.913 3.707 -1.699 -0.20
C -28.668 2.647 -2.539 -0.11
N -29.654 6.355 -2.889 0.05
H -27.144 7.368 -2.838 0.08
H -27.813 7.115 -4.451 0.09
H -26.411 6.163 -3.948 0.05
H -28.611 5.021 -4.024 0.13
H -27.972 5.370 -1.041 0.14
H -27.007 4.445 -2.230 0.10
H -27.626 2.268 -2.576 0.08
H -29.007 2.766 -3.571 0.08
H -29.243 1.765 -2.169 0.10
H -29.570 7.107 -2.198 0.08
H -30.435 5.790 -2.579 0.05
C -25.694 -2.261 1.256 -0.05
C -24.456 -2.499 0.377 -0.48
C -23.862 -1.251 -0.204 -0.07
O -23.479 -3.217 1.152 -0.04
H -26.434 -1.822 0.590 0.04
H -25.491 -1.702 2.167 0.07
H -26.054 -3.277 1.494 0.09
H -24.681 -3.138 -0.495 0.14
H -22.966 -1.514 -0.786 0.09
H -23.517 -0.647 0.650 0.08
H -24.494 -0.598 -0.804 0.06
H -23.182 -2.622 1.835 0.07
C -31.084 -5.794 -5.719 -0.06
C -29.689 -5.327 -5.787 -0.48
C -29.347 -4.736 -7.183 -0.05
O -29.377 -4.347 -4.787 -0.12
H -31.396 -6.098 -4.711 0.08
H -31.219 -6.588 -6.402 0.07
H -31.742 -4.978 -6.035 0.09
H -28.940 -6.124 -5.601 0.15
H -29.777 -3.744 -7.366 0.07
H -29.696 -5.432 -7.913 0.07
H -28.257 -4.627 -7.307 0.07
H -30.043 -3.589 -4.822 0.08
C -25.617 -4.990 -5.362 -0.05
C -25.092 -4.116 -4.202 -0.44
C -25.799 -2.727 -4.179 -0.05
O -25.228 -4.707 -2.899 -0.09
H -25.344 -6.046 -5.291 0.08
H -25.152 -4.639 -6.284 0.07
H -26.667 -4.914 -5.513 0.03
H -24.019 -4.024 -4.315 0.12
H -25.318 -2.181 -3.359 0.07
H -26.877 -2.847 -4.016 0.06
H -25.690 -2.150 -5.113 0.07
H -26.163 -4.689 -2.574 0.04
C -33.542 1.012 -6.363 -0.07
C -34.556 0.178 -5.642 -0.48
C -35.545 -0.466 -6.630 -0.03
O -33.862 -0.894 -4.989 -0.09
H -32.870 1.551 -5.671 0.08
H -34.015 1.757 -7.016 0.09
H -32.995 0.350 -7.051 0.08
H -34.979 0.806 -4.842 0.13
H -34.901 -1.147 -7.192 0.09
H -36.065 0.199 -7.289 0.07
H -36.244 -1.098 -6.103 0.07
H -34.479 -1.455 -4.499 0.05
C -28.946 1.659 -6.340 -0.02
C -29.058 1.764 -7.878 -0.51
C -27.805 2.507 -8.336 -0.14
C -26.589 1.614 -8.329 -0.19
C -26.808 0.336 -9.149 -0.11
C -27.997 -0.476 -8.575 -0.52
N -29.148 0.456 -8.548 -0.05
O -30.260 -0.269 -7.939 -0.05
C -28.373 -1.569 -9.530 -0.05
C -27.633 -1.169 -7.251 -0.02
C -30.358 2.460 -8.197 -0.03
H -28.037 1.185 -5.993 0.05
H -29.848 1.156 -5.965 0.08
H -28.856 2.653 -5.848 0.09
H -27.916 2.940 -9.307 0.11
H -27.639 3.375 -7.698 0.11
H -26.313 1.350 -7.302 0.06
H -25.726 2.218 -8.719 0.13
H -25.918 -0.317 -9.084 0.13
H -26.970 0.532 -10.208 0.12
H -28.894 -2.458 -9.100 0.08
H -28.994 -1.202 -10.360 0.10
H -27.420 -2.002 -9.886 0.09
H -27.273 -0.454 -6.526 0.05
H -28.405 -1.754 -6.789 0.06
H -26.838 -1.889 -7.491 0.09
H -30.444 3.517 -7.856 0.10
H -31.151 1.952 -7.622 0.06
H -30.597 2.417 -9.263 0.09
H -30.854 -0.440 -8.674 0.10
C -32.461 4.600 1.657 -0.02
C -31.896 3.259 1.084 -0.49
C -32.624 2.099 1.810 -0.13
C -33.985 1.835 1.233 -0.18
C -33.937 1.600 -0.286 -0.12
C -33.248 2.813 -0.992 -0.49
N -31.946 3.110 -0.360 -0.10
O -31.402 4.250 -0.925 -0.04
C -33.046 2.535 -2.483 -0.03
C -34.260 3.977 -0.917 -0.04
C -30.392 3.211 1.425 -0.03
H -32.105 4.635 2.682 0.08
H -33.553 4.607 1.701 0.06
H -32.156 5.514 1.147 0.08
H -32.074 1.183 1.656 0.09
H -32.616 2.293 2.881 0.12
H -34.686 2.623 1.468 0.10
H -34.391 0.913 1.611 0.09
H -34.917 1.513 -0.758 0.11
H -33.361 0.688 -0.526 0.10
H -32.385 1.683 -2.679 0.07
H -34.015 2.188 -2.879 0.08
H -32.726 3.391 -3.029 0.07
H -34.670 4.207 0.082 0.07
H -33.833 4.898 -1.347 0.09
H -35.116 3.749 -1.556 0.08
H -29.918 4.160 1.228 0.07
H -29.949 2.423 0.811 0.09
H -30.243 3.061 2.501 0.08
H -30.573 3.909 -1.294 0.05
C -32.969 -2.168 1.513 -0.02
C -32.478 -2.562 2.914 -0.52
C -32.276 -4.094 3.059 -0.12
C -30.993 -4.610 2.414 -0.17
C -29.775 -3.875 2.960 -0.13
C -29.902 -2.361 2.797 -0.49
N -31.222 -1.960 3.369 -0.07
O -31.342 -0.537 3.296 -0.04
C -28.800 -1.650 3.618 -0.03
C -29.683 -1.989 1.328 -0.02
C -33.567 -2.156 3.867 -0.05
H -33.092 -1.096 1.347 0.07
H -33.970 -2.611 1.355 0.09
H -32.335 -2.515 0.720 0.04
H -32.328 -4.413 4.124 0.13
H -33.128 -4.624 2.626 0.11
H -31.065 -4.518 1.337 0.07
H -30.864 -5.648 2.648 0.11
H -28.837 -4.201 2.468 0.11
H -29.658 -4.097 4.034 0.13
H -28.876 -0.589 3.406 0.06
H -29.015 -1.709 4.689 0.09
H -27.768 -1.940 3.365 0.08
H -29.945 -0.944 1.200 0.09
H -28.658 -2.188 1.009 0.07
H -30.319 -2.489 0.618 0.04
H -33.854 -1.121 3.692 0.08
H -33.191 -2.239 4.898 0.10
H -34.446 -2.772 3.728 0.09
H -31.403 -0.256 4.221 0.11
C -22.484 3.968 1.995 -0.03
C -24.046 3.828 1.827 -0.51
C -24.388 3.118 0.519 -0.14
C -25.846 2.679 0.478 -0.16
C -26.205 1.757 1.645 -0.12
C -25.942 2.481 2.966 -0.53
N -24.494 2.879 2.873 -0.05
O -24.102 3.519 4.133 -0.05
C -26.895 3.620 3.121 -0.04
C -26.098 1.584 4.172 -0.04
C -24.650 5.224 1.872 -0.03
H -22.222 4.632 2.814 0.07
H -21.962 4.328 1.101 0.08
H -22.096 2.978 2.260 0.08
H -24.192 3.830 -0.276 0.10
H -23.715 2.279 0.311 0.12
H -25.947 2.094 -0.448 0.10
H -26.510 3.533 0.474 0.09
H -25.704 0.769 1.642 0.11
H -27.299 1.465 1.572 0.13
H -26.642 4.166 4.025 0.10
H -27.053 4.265 2.276 0.06
H -27.886 3.226 3.260 0.07
H -26.087 2.154 5.118 0.09
H -27.102 1.088 4.139 0.09
H -25.303 0.818 4.255 0.09
H -25.644 5.293 1.387 0.07
H -23.969 5.889 1.358 0.08
H -24.767 5.575 2.899 0.09
H -23.357 3.045 4.495 0.09
C -23.432 5.337 -4.991 -0.03
C -23.863 3.865 -5.275 -0.52
C -23.012 3.249 -6.416 -0.12
C -23.135 1.736 -6.552 -0.17
C -22.687 1.045 -5.248 -0.10
C -23.626 1.588 -4.110 -0.43
N -23.634 3.085 -4.097 -0.09
O -24.614 3.485 -3.170 -0.05
C -25.027 0.954 -4.376 -0.02
C -23.206 1.159 -2.678 -0.03
C -25.343 3.935 -5.741 -0.02
H -22.426 5.362 -4.543 0.09
H -24.094 5.835 -4.255 0.07
H -23.452 5.920 -5.930 0.09
H -23.377 3.804 -7.295 0.12
H -21.967 3.535 -6.323 0.12
H -22.514 1.433 -7.396 0.11
H -24.150 1.446 -6.822 0.07
H -21.615 1.205 -5.045 0.13
H -22.786 -0.027 -5.265 0.11
H -25.845 1.231 -3.697 0.07
H -25.422 1.124 -5.402 0.05
H -24.884 -0.105 -4.339 0.05
H -22.352 1.720 -2.314 0.09
H -24.002 1.332 -1.951 0.05
H -22.979 0.093 -2.639 0.07
H -25.769 2.936 -5.860 0.05
H -25.428 4.452 -6.698 0.09
H -25.935 4.461 -4.992 0.05
H -24.158 3.776 -2.375 0.09

# 3
75
Properties=species:S:1:pos:R:3:lowdin_charge:R:1 method="wB97M-V/def2-TZVPD" e_lumo_ev=2.6589 de_lowest_kcal_mol=65.95 e_homo_ev=-2.89 total_charge=-1 energy_ev=-133064.29696 spin_multiplicity=1
O 2.752 3.449 -1.196 0.11
C 2.313 2.381 -1.056 -0.24
Co 1.592 0.830 -0.888 0.17
C 1.731 -0.817 -0.023 -0.31
O 2.310 -1.420 0.809 0.00
C 0.377 1.947 -0.080 -0.15
O -0.067 2.937 0.373 0.06
C 1.971 -0.134 -2.446 -0.17
C 3.089 0.263 -1.751 -0.28
C 4.387 0.310 -1.391 -0.11
C 5.316 -0.816 -1.464 -0.21
C 6.653 -0.594 -1.858 -0.06
C 7.631 -1.555 -1.596 -0.11
C 7.279 -2.791 -1.036 -0.12
C 5.924 -3.095 -0.875 -0.10
C 4.943 -2.133 -1.106 -0.01
Co 0.719 -1.521 -1.817 -0.09
C 0.965 -3.163 -1.274 -0.23
O 1.162 -4.208 -0.821 0.08
C 0.295 -2.091 -3.429 -0.21
O 0.147 -2.559 -4.480 0.09
P -1.171 -0.925 -0.998 1.05
C -1.586 -0.662 0.773 -0.31
C -2.880 -0.244 1.115 -0.10
C -3.209 -0.013 2.453 -0.08
C -2.263 -0.218 3.458 -0.09
C -0.985 -0.661 3.128 -0.07
C -0.677 -0.943 1.798 -0.07
C -1.767 0.569 -1.884 -0.34
C -2.128 1.741 -1.214 -0.14
C -2.506 2.875 -1.933 -0.08
C -2.542 2.834 -3.329 -0.10
C -2.191 1.665 -4.010 -0.08
C -1.769 0.544 -3.288 -0.10
C -2.467 -2.170 -1.406 -0.31
C -3.611 -1.836 -2.141 -0.09
C -4.544 -2.824 -2.466 -0.09
C -4.350 -4.141 -2.042 -0.10
C -3.224 -4.470 -1.279 -0.08
C -2.298 -3.482 -0.935 -0.08
H 1.790 0.181 -3.487 0.08
H 4.822 1.317 -1.225 0.12
H 6.904 0.345 -2.361 0.11
H 8.671 -1.348 -1.820 0.09
H 8.048 -3.494 -0.710 0.09
H 5.653 -4.103 -0.545 0.10
H 3.883 -2.391 -0.988 0.10
H -3.622 -0.094 0.330 0.11
H -4.209 0.340 2.695 0.10
H -2.524 -0.035 4.499 0.10
H -0.231 -0.810 3.899 0.10
H 0.284 -1.401 1.592 0.07
H -2.192 1.749 -0.128 0.08
H -2.772 3.781 -1.388 0.11
H -2.853 3.718 -3.887 0.09
H -2.251 1.613 -5.099 0.10
H -1.454 -0.356 -3.821 0.09
H -3.776 -0.807 -2.462 0.10
H -5.421 -2.547 -3.052 0.10
H -5.079 -4.909 -2.304 0.09
H -3.067 -5.496 -0.946 0.10
H -1.445 -3.739 -0.304 0.10
C 3.165 4.328 3.032 -0.12
C 3.001 3.291 1.922 -0.28
C 4.166 2.307 1.787 -0.26
N 3.958 1.124 0.912 -0.02
H 2.481 5.160 2.801 0.07
H 2.873 3.953 4.029 0.07
H 4.195 4.707 3.060 0.07
H 2.080 2.702 2.067 0.10
H 2.878 3.867 0.998 0.08
H 5.026 2.867 1.379 0.11
H 4.417 1.933 2.793 0.10
H 3.399 0.397 1.394 0.07
H 4.884 0.689 0.856 0.08